[1]
A structure of composition C31H34BrN6NaO4S2Se2 at a distorted geometry, computed with the ωB97M-V functional and the def2-TZVPD basis.

Positions of all 81 atoms, in Å:
Na -1.443 -1.244 -0.090
C -4.625 0.986 -0.694
C -3.514 1.841 -0.128
N -3.315 1.799 1.129
N -2.308 2.636 1.551
C -1.350 2.148 2.200
S -0.833 0.531 2.339
S -0.247 3.362 3.069
C -1.401 4.806 3.195
C -2.242 4.827 4.464
C -2.382 6.061 5.111
C -3.227 6.173 6.202
C -3.906 5.037 6.675
C -3.620 3.783 6.138
C -2.804 3.711 5.024
C -2.666 2.428 -1.203
C -2.815 3.709 -1.667
C -2.169 4.181 -2.824
C -1.417 3.302 -3.625
C -1.222 2.011 -3.130
C -1.853 1.514 -2.013
O -1.666 0.296 -1.677
H -5.412 0.757 0.032
H -4.233 -0.004 -0.936
H -5.087 1.414 -1.617
H -1.979 4.627 2.298
H -0.903 5.745 2.968
H -1.841 6.889 4.701
H -3.390 7.120 6.700
H -4.582 5.192 7.506
H -4.027 2.854 6.533
H -2.635 2.715 4.621
H -3.264 4.463 -1.111
H -2.333 5.225 -3.154
H -0.933 3.703 -4.550
H -0.607 1.372 -3.673
C 5.687 -3.361 -3.183
Se 4.833 -2.231 -4.579
C 4.724 -0.663 -3.414
C 4.181 0.544 -4.176
Se 2.818 1.477 -3.136
C 1.635 -0.079 -2.759
H 5.371 -2.988 -2.225
H 6.798 -3.238 -3.292
H 5.538 -4.338 -3.500
H 5.757 -0.419 -3.029
H 4.133 -0.962 -2.567
H 3.733 0.269 -5.084
H 4.916 1.327 -4.306
H 1.315 -0.423 -3.729
H 0.773 0.201 -2.163
H 2.248 -0.852 -2.332
C 3.788 1.463 0.960
N 3.457 0.091 0.533
C 2.202 -0.431 0.672
C 1.917 -1.701 0.322
C 2.964 -2.483 -0.233
N 4.184 -2.027 -0.406
C 4.456 -0.750 -0.061
O 5.586 -0.243 -0.159
N 2.641 -3.746 -0.526
H 4.752 1.471 1.379
H 3.003 1.716 1.699
H 3.773 2.111 0.078
H 1.426 0.217 1.129
H 0.875 -2.051 0.542
H 1.686 -3.989 -0.317
H 3.373 -4.354 -0.840
Br -4.066 -8.966 -1.066
C -2.568 -7.906 -0.401
C -1.398 -8.560 -0.113
N -0.297 -7.891 0.223
C -0.391 -6.567 0.215
C -1.558 -5.810 0.018
C -2.692 -6.551 -0.276
C -1.580 -4.243 -0.015
O -2.662 -3.656 -0.110
O -0.449 -3.721 0.062
H -1.519 -9.587 -0.074
H 0.531 -6.021 0.393
H -3.641 -6.046 -0.515

Computed properties:
Kohn-Sham gap: 0.198 hartree
Multiplicity: 1
Net charge: -2

---

[2]
A structure of composition C31H34ClN3ORhSSi at a distorted geometry, computed with the ωB97M-V functional and the def2-TZVPD basis.

Positions of all 73 atoms, in Å:
Rh -1.244 -0.073 0.911
C 0.227 2.654 1.884
C -0.654 2.391 3.108
N -1.145 1.015 3.074
C -2.464 0.817 3.662
C -3.573 1.503 2.859
S -3.369 1.410 1.033
C -2.804 3.108 0.610
C -1.375 3.213 0.063
N -0.444 2.265 0.649
H 1.123 2.036 1.967
H 0.524 3.713 1.872
H -1.505 3.070 3.100
H -0.072 2.601 4.014
H -0.481 0.396 3.534
H -2.510 1.183 4.699
H -2.648 -0.261 3.668
H -3.689 2.556 3.113
H -4.520 1.005 3.065
H -2.949 3.716 1.499
H -3.500 3.452 -0.154
H -1.040 4.251 0.216
H -1.398 3.018 -1.010
H 0.273 2.038 -0.034
Cl -1.665 -2.035 2.090
O 0.807 -0.189 0.205
Si 2.053 -0.196 -0.730
C 1.937 -1.491 -2.143
C 2.906 -1.576 -3.127
C 2.735 -2.456 -4.184
C 1.607 -3.258 -4.237
C 0.654 -3.189 -3.235
C 0.824 -2.311 -2.176
C 3.577 -0.847 0.248
C 3.402 -1.892 1.135
C 4.471 -2.323 1.903
C 5.706 -1.709 1.773
C 5.877 -0.668 0.878
C 4.810 -0.239 0.105
C 2.478 1.535 -1.389
C 3.021 2.479 -0.519
C 3.436 3.717 -0.974
C 3.299 4.039 -2.313
C 2.723 3.129 -3.182
C 2.316 1.888 -2.724
H 3.792 -0.960 -3.082
H 3.483 -2.514 -4.961
H 1.475 -3.943 -5.062
H -0.226 -3.815 -3.273
H 0.091 -2.247 -1.386
H 2.434 -2.358 1.232
H 4.338 -3.133 2.604
H 6.539 -2.049 2.369
H 6.838 -0.183 0.782
H 4.945 0.575 -0.590
H 3.155 2.221 0.523
H 3.876 4.424 -0.288
H 3.651 4.991 -2.679
H 2.598 3.383 -4.223
H 1.891 1.171 -3.412
N -2.175 -1.027 -0.849
C -3.088 -1.739 -0.810
C -4.240 -2.504 -0.566
C -4.723 -3.516 -1.397
C -5.878 -4.188 -1.036
C -6.549 -3.858 0.132
C -6.059 -2.864 0.966
C -4.911 -2.183 0.624
H -4.198 -3.771 -2.307
H -6.264 -4.977 -1.664
H -7.457 -4.378 0.397
H -6.574 -2.627 1.885
H -4.500 -1.412 1.263

Computed properties:
Kohn-Sham gap: 0.192 hartree
Multiplicity: 1
Net charge: +1

---

Asked for energy above the lowest of the compared OMol25 structures with the same formula, charge and spin across the records above, the calculation gives 70.1 361.4 kJ/mol in order.